Computed, not measured: 2 unconnected molecules or ions with the total composition C3H11N2 in a non-equilibrium geometry, with ωB97M-V/def2-TZVPD.

Output
LUMO level: -3.28 eV
ΔE to the lowest compared entry with this formula, charge and spin: 54.7 kcal per mole
charge: +1

Atoms and positions in Å:
C -2.000 -0.344 -2.330
N -1.211 0.427 -1.673
H -3.080 -0.433 -2.171
H -1.596 -0.903 -3.163
H -0.497 0.271 0.419
H -1.542 1.382 -1.460
C 1.556 0.101 -0.005
N 0.436 0.427 0.885
C 0.471 -0.392 2.142
H 1.573 0.910 -0.772
H 1.417 -0.799 -0.627
H 2.505 -0.100 0.501
H 0.501 1.447 1.010
H -0.485 -0.293 2.696
H 0.600 -1.468 1.824
H 1.353 -0.233 2.723

Here are the natural (NBO) charges for atoms 1 to 8, given in e: number 1, C, carries 0.08; number 2, N, carries -0.78; number 3, H, carries 0.16; number 4, H, carries 0.18; number 5, H, carries 0.47; number 6, H, carries 0.38; number 7, C, carries -0.45; number 8, N, carries -0.51

***

Computed, not measured: 2 unconnected molecules or ions with the total composition C3H11N2, with ωB97M-V/def2-TZVPD.

Output
LUMO level: -2.91 eV
ΔE to the lowest compared entry with this formula, charge and spin: 19.5 kcal per mole
charge: +1

Atoms and positions in Å:
C -1.479 -1.197 -0.092
C -1.360 1.250 -0.203
C 3.073 0.151 0.164
N 1.898 -0.227 -0.110
N -0.899 0.029 0.482
H -1.121 -2.073 0.443
H -2.566 -1.168 -0.029
H -1.197 -1.283 -1.139
H -2.447 1.265 -0.263
H -1.024 2.134 0.333
H -0.955 1.279 -1.212
H 3.199 0.863 0.971
H 3.976 -0.185 -0.334
H 1.860 -0.904 -0.877
H 0.176 -0.019 0.391
H -1.135 0.083 1.477

Here are the natural (NBO) charges for atoms 1 to 8, given in e: number 1, C, carries -0.43; number 2, C, carries -0.43; number 3, C, carries 0.05; number 4, N, carries -0.69; number 5, N, carries -0.54; number 6, H, carries 0.24; number 7, H, carries 0.23; number 8, H, carries 0.23

***

Computed, not measured: 2 unconnected molecules or ions with the total composition C3H11N2 in a non-equilibrium geometry, with ωB97M-V/def2-TZVPD.

Output
LUMO level: -3.36 eV
ΔE to the lowest compared entry with this formula, charge and spin: 59.5 kcal per mole
charge: +1

Atoms and positions in Å:
C 1.634 -2.158 1.561
N 0.783 -1.469 2.174
H 1.492 -2.302 0.538
H 2.455 -2.670 2.182
H 1.067 -1.519 3.225
H -0.991 -0.332 0.677
C -0.514 1.352 -1.993
C -0.005 1.031 -0.644
N -1.245 0.476 0.136
H -1.184 2.255 -2.057
H 0.001 1.418 -2.920
H -1.246 0.489 -2.235
H 0.860 0.137 -0.561
H 0.529 1.791 -0.203
H -1.560 1.304 0.608
H -2.074 0.197 -0.488

Here are the natural (NBO) charges for atoms 1 to 8, given in e: number 1, C, carries -0.03; number 2, N, carries -0.66; number 3, H, carries 0.16; number 4, H, carries 0.18; number 5, H, carries 0.36; number 6, H, carries 0.47; number 7, C, carries -0.66; number 8, C, carries -0.21

***

Computed, not measured: 2 unconnected molecules or ions with the total composition C3H11N2 in a non-equilibrium geometry, with ωB97M-V/def2-TZVPD.

Output
LUMO level: -3.79 eV
ΔE to the lowest compared entry with this formula, charge and spin: 84.3 kcal per mole
charge: +1

Atoms and positions in Å:
C 1.827 -0.444 0.208
C -0.757 -0.677 0.612
C 0.453 -0.214 -0.252
N 0.063 1.129 -0.556
N -1.933 0.171 0.283
H 1.905 -1.096 1.005
H 2.462 -0.800 -0.558
H 2.255 0.579 0.457
H -0.390 -0.545 1.634
H -0.980 -1.657 0.351
H 0.387 -0.983 -1.779
H 0.358 1.510 -1.486
H 0.544 1.776 0.048
H -2.304 0.039 -0.605
H -1.028 1.170 -0.197
H -2.863 0.041 0.835

Here are the natural (NBO) charges for atoms 1 to 8, given in e: number 1, C, carries -0.68; number 2, C, carries -0.28; number 3, C, carries 0.11; number 4, N, carries -0.78; number 5, N, carries -0.84; number 6, H, carries 0.25; number 7, H, carries 0.26; number 8, H, carries 0.22

***

Computed, not measured: a molecular structure, C3H11N2 in a non-equilibrium geometry, with ωB97M-V/def2-TZVPD.

Output
LUMO level: -3.84 eV
ΔE to the lowest compared entry with this formula, charge and spin: 28.5 kcal per mole
charge: +1

Atoms and positions in Å:
C 1.822 0.034 -1.295
N 0.660 0.942 -1.061
H 2.351 0.364 -2.188
H 1.498 -0.987 -1.483
H 2.543 0.082 -0.482
H 0.359 1.280 -1.968
H -0.273 0.422 -0.300
H 0.980 1.725 -0.496
C -0.547 -0.241 1.914
C -2.074 -0.732 0.134
N -1.095 -0.058 0.564
H 0.451 0.185 1.975
H -1.187 0.214 2.666
H -0.433 -1.309 2.100
H -2.272 -0.773 -0.932
H -2.783 -1.149 0.852

Here are the natural (NBO) charges for atoms 1 to 8, given in e: number 1, C, carries -0.43; number 2, N, carries -0.78; number 3, H, carries 0.22; number 4, H, carries 0.22; number 5, H, carries 0.22; number 6, H, carries 0.41; number 7, H, carries 0.43; number 8, H, carries 0.41

***

Computed, not measured: 2 unconnected molecules or ions with the total composition C3H11N2O in a non-equilibrium geometry, with ωB97M-V/def2-TZVPD.

Output
LUMO level (spin up / spin down): 0.71 / 0.60 eV
spin multiplicity: 2
ΔE to the lowest compared entry with this formula, charge and spin: 36.4 kcal per mole

Atoms and positions in Å:
C -0.769 -1.983 0.668
C -1.231 -1.115 -0.389
O -0.980 0.066 -0.308
N -1.754 -1.632 -1.546
H -0.674 -1.286 1.522
H 0.033 -2.768 0.615
H -2.021 -0.950 -2.218
H -1.850 -2.544 -1.766
H -1.576 -2.534 1.249
C 1.381 1.697 1.022
N 1.384 1.936 -0.492
H 0.977 1.121 -1.011
H 2.342 2.272 -0.789
H 0.750 2.758 -0.592
H 0.722 2.548 1.535
H 2.425 1.681 1.305
H 0.841 0.732 1.196

Here are the natural (NBO) charges for atoms 1 to 8, given in e: number 1, C, carries -0.76; number 2, C, carries 0.65; number 3, O, carries -0.65; number 4, N, carries -0.80; number 5, H, carries 0.25; number 6, H, carries 0.26; number 7, H, carries 0.40; number 8, H, carries 0.39